Below is C36H34BrCaN6O2 as an isolated structure at a distorted geometry, with properties calculated with the ωB97M-V functional and the def2-TZVPD basis.

DFT total energy   -5122.6466 hartree
E_LUMO (alpha / beta)   -3.574 / -2.941 eV
Total charge   +1
Orbital gap (alpha / beta)   6.5 / 6.4 eV

Cartesian coordinates (Å):
Ca: 0.344 0.044 0.015
C: -1.339 2.301 -1.688
C: -1.947 3.144 -0.578
C: -1.361 3.076 0.822
C: -1.839 3.983 1.766
C: -1.336 3.963 3.051
C: -0.359 3.028 3.369
C: 0.054 2.158 2.384
N: -0.433 2.168 1.130
N: -1.393 0.831 -1.522
C: -2.751 0.277 -1.332
C: -2.881 -0.722 -0.165
C: -4.098 -1.565 -0.355
C: -4.443 -2.573 0.436
C: -2.991 -2.032 2.551
C: -1.498 -1.852 2.176
N: -1.524 -1.365 0.101
C: -0.807 0.184 -2.728
C: 0.633 0.565 -3.012
C: 0.953 1.362 -4.096
C: 2.287 1.622 -4.369
C: 3.251 1.059 -3.556
C: 2.846 0.289 -2.482
N: 1.562 0.046 -2.193
H: -0.285 2.573 -1.773
H: -1.833 2.583 -2.628
H: -3.028 2.989 -0.504
H: -1.842 4.179 -0.913
H: -2.601 4.698 1.479
H: -1.695 4.664 3.793
H: 0.076 2.977 4.357
H: 0.816 1.416 2.591
H: -3.072 -0.220 -2.252
H: -3.471 1.076 -1.151
H: -4.767 -1.270 -1.158
H: -5.378 -3.089 0.238
H: -3.123 -2.401 3.566
H: -0.783 -1.959 2.985
H: -1.409 0.430 -3.610
H: -0.849 -0.896 -2.579
H: 0.168 1.765 -4.723
H: 2.564 2.243 -5.211
H: 4.306 1.215 -3.737
H: 3.584 -0.159 -1.830
Br: 7.489 -1.997 -0.381
C: 5.805 -1.276 0.084
C: 5.705 0.073 0.444
C: 4.482 0.611 0.766
C: 3.299 -0.155 0.722
O: 2.140 0.398 0.953
C: 3.421 -1.533 0.390
C: 2.315 -2.463 0.356
N: 1.058 -2.178 0.491
C: 0.094 -3.194 0.574
C: 0.316 -4.554 0.464
C: -0.711 -5.478 0.599
C: -2.035 -5.048 0.904
C: -2.336 -3.739 0.966
C: -3.580 -3.130 1.546
C: -3.559 -0.679 2.320
C: -2.783 -0.025 1.257
N: -1.388 -0.583 1.381
C: -1.289 -2.694 0.872
C: 4.690 -2.065 0.080
H: 6.597 0.686 0.469
H: 4.398 1.654 1.050
H: 2.619 -3.501 0.222
H: 1.310 -4.931 0.262
H: -0.494 -6.533 0.506
H: -2.803 -5.783 1.122
H: -4.153 -3.865 2.106
H: -4.516 -0.326 2.678
H: -2.842 1.060 1.242
H: 4.773 -3.116 -0.173
C: 2.326 3.954 -0.161
O: 1.926 2.690 -0.666
H: 1.809 4.726 -0.729
H: 3.402 4.110 -0.273
H: 2.061 4.069 0.894
H: 2.143 2.007 -0.007